Entry 1:
{"formula": "C2LiO4Pm", "method": "wB97M-V/def2-TZVPD", "total_charge": 1, "gap_ev": [6.95, 7.93], "s2": 8.76, "relative_energy_ev": 0.7050, "e_homo_ha": [-0.439, -0.474], "multiplicity": 6, "elements": ["O", "C", "O", "Li", "Pm", "O", "O", "C"], "positions_angstrom": [[0.75, -1.26, 0.11], [-0.15, -0.63, -0.53], [-1.28, -1.10, -0.70], [-2.18, -0.47, 0.89], [2.94, -0.19, 0.28], [-1.12, 1.39, 0.26], [1.11, 1.33, -0.07], [-0.08, 0.92, -0.24]], "mulliken_charge": [-0.675, 0.347, -0.746, 0.938, 1.665, -0.653, -0.753, 0.878]}

---

Entry 2:
{"formula": "BF4Sn", "method": "wB97M-V/def2-TZVPD", "total_charge": 1, "gap_ev": 4.02, "relative_energy_ev": 3.6507, "e_homo_ha": -0.525, "elements": ["Sn", "B", "F", "F", "F", "F"], "positions_angstrom": [[3.36, 0.16, -0.20], [-0.69, -0.02, 0.02], [0.62, -0.27, -0.42], [-1.60, -0.88, -0.42], [-0.67, -0.22, 1.35], [-1.03, 1.23, -0.32]], "mulliken_charge": [1.854, 0.423, -0.312, -0.278, -0.351, -0.336]}

---

Entry 3:
{"formula": "C11H24OS", "method": "wB97M-V/def2-TZVPD", "gap_ev": 9.55, "smiles": "CCC(S)(CC)C(CC)(CC)OC", "e_homo_ha": -0.324, "elements": ["C", "C", "C", "S", "C", "C", "C", "C", "C", "C", "C", "O", "C", "H", "H", "H", "H", "H", "H", "H", "H", "H", "H", "H", "H", "H", "H", "H", "H", "H", "H", "H", "H", "H", "H", "H", "H"], "positions_angstrom": [[3.09, 0.73, -0.87], [1.58, 0.79, -0.45], [0.88, -0.44, 0.20], [1.61, -0.59, 1.89], [1.05, -1.81, -0.46], [1.30, -1.82, -1.97], [-0.70, -0.01, 0.38], [-1.20, 0.39, -1.05], [-2.77, 0.35, -1.13], [-1.15, 1.08, 1.37], [-1.13, 2.56, 0.99], [-1.34, -1.18, 0.78], [-1.35, -1.48, 2.20], [3.74, 0.90, 0.08], [3.40, 1.65, -1.29], [3.18, -0.24, -1.37], [1.04, 1.18, -1.34], [1.55, 1.64, 0.28], [2.75, -0.95, 1.37], [0.05, -2.35, -0.25], [1.74, -2.41, 0.04], [1.98, -1.14, -2.48], [0.39, -1.87, -2.61], [1.86, -2.78, -2.17], [-0.92, -0.46, -1.67], [-0.80, 1.35, -1.33], [-3.24, 1.17, -0.69], [-3.04, 0.24, -2.21], [-3.14, -0.54, -0.55], [-2.25, 0.91, 1.61], [-0.49, 1.03, 2.30], [-0.13, 2.90, 0.75], [-1.47, 3.11, 1.79], [-1.78, 2.77, 0.23], [-0.90, -0.82, 2.90], [-0.91, -2.45, 2.47], [-2.47, -1.39, 2.27]], "mulliken_charge": [-1.463, -0.821, 1.769, -0.231, -0.756, -1.395, 0.523, -0.740, -1.450, -0.565, -1.710, -0.359, -0.997, 0.289, 0.472, 0.348, 0.250, 0.255, 0.219, 0.223, 0.762, 0.329, 0.356, 0.358, 0.008, 0.507, 0.363, 0.406, 0.270, 0.282, 0.253, 0.264, 0.529, 0.423, 0.501, 0.209, 0.318]}

---

Entry 4:
{"formula": "C7H9F3N2O", "method": "wB97M-V/def2-TZVPD", "gap_ev": [5.86, 5.86], "relative_energy_ev": 3.6470, "e_homo_ha": [-0.282, -0.282], "elements": ["C", "C", "C", "C", "C", "C", "C", "N", "N", "O", "F", "F", "F", "H", "H", "H", "H", "H", "H", "H", "H", "H"], "positions_angstrom": [[0.39, -0.97, -2.03], [-0.07, 0.52, -1.92], [0.16, 1.21, -0.49], [1.15, -0.91, 1.34], [0.83, -2.06, 0.29], [-0.54, 0.77, 0.73], [-1.75, 1.52, 0.98], [0.04, -0.07, 1.62], [0.47, -1.72, -1.00], [0.63, -1.29, -3.23], [-2.59, 0.84, 1.80], [-1.36, 2.69, 1.72], [-2.40, 1.96, -0.08], [0.45, 0.85, -2.83], [-1.17, 0.43, -2.16], [1.22, 1.18, -0.56], [-0.10, 2.25, -0.87], [1.52, -1.45, 2.27], [1.95, -0.15, 1.01], [1.83, -2.52, 0.40], [-0.10, -2.71, 0.60], [-0.59, -0.38, 2.42]], "mulliken_charge": [0.303, -0.345, -1.098, -0.655, -0.362, 0.235, 0.839, -0.031, -0.321, -0.716, -0.275, -0.276, -0.201, 0.362, 0.184, 0.429, 0.386, 0.363, 0.276, 0.264, 0.310, 0.328]}

---

Entry 5:
{"formula": "C47H52BrClF3N5O3P2S", "method": "wB97M-V/def2-TZVPD", "gap_ev": 7.97, "smiles": "CCCCNN1c2c(F)c(CCCCl)c(F)c(P(C)C)c2Sc2c(N)c(C(=O)NC(=O)F)c(P(N)O)c(Br)c21.c1ccccc1.c1ccccc1.c1ccccc1.c1ccccc1", "e_homo_ha": -0.299, "elements": ["C", "C", "C", "C", "N", "N", "C", "C", "F", "C", "C", "C", "C", "Cl", "C", "F", "C", "P", "C", "C", "C", "S", "C", "C", "N", "C", "C", "O", "N", "C", "O", "F", "C", "P", "N", "O", "C", "Br", "C", "H", "H", "H", "H", "H", "H", "H", "H", "H", "H", "H", "H", "H", "H", "H", "H", "H", "H", "H", "H", "H", "H", "H", "H", "H", "H", "H", "H", "C", "C", "C", "C", "C", "C", "H", "H", "H", "H", "H", "H", "C", "C", "C", "C", "C", "C", "H", "H", "H", "H", "H", "H", "C", "C", "C", "C", "C", "C", "H", "H", "H", "H", "H", "H", "C", "C", "C", "C", "C", "C", "H", "H", "H", "H", "H", "H"], "positions_angstrom": [[-1.60, 7.41, -2.55], [-1.89, 6.17, -3.40], [-0.92, 5.01, -3.14], [-1.64, 3.66, -3.05], [-0.93, 2.54, -2.45], [-0.52, 2.76, -1.05], [-1.66, 2.63, -0.21], [-2.36, 3.78, 0.13], [-1.90, 4.97, -0.28], [-3.52, 3.80, 0.87], [-4.25, 5.09, 1.14], [-5.08, 5.58, -0.06], [-5.66, 4.47, -0.90], [-6.91, 5.11, -2.01], [-3.97, 2.57, 1.29], [-5.11, 2.54, 2.01], [-3.33, 1.37, 1.03], [-3.95, -0.25, 1.61], [-3.83, -0.06, 3.43], [-5.74, -0.24, 1.24], [-2.16, 1.43, 0.27], [-1.31, -0.07, -0.07], [0.32, 0.57, -0.32], [1.37, -0.33, -0.08], [1.08, -1.60, 0.39], [2.68, 0.12, -0.31], [3.78, -0.88, -0.07], [3.84, -1.88, -0.72], [4.72, -0.66, 1.02], [4.11, -0.18, 2.18], [3.37, -0.77, 2.90], [4.52, 1.10, 2.45], [2.94, 1.42, -0.77], [4.72, 1.78, -1.08], [5.01, 3.30, -0.38], [4.71, 2.12, -2.69], [1.86, 2.27, -0.99], [2.15, 4.02, -1.63], [0.55, 1.86, -0.76], [-2.23, 8.24, -2.87], [-0.57, 7.73, -2.67], [-1.80, 7.24, -1.50], [-1.86, 6.47, -4.45], [-2.91, 5.83, -3.22], [-0.41, 5.18, -2.19], [-0.17, 4.95, -3.93], [-1.86, 3.31, -4.06], [-2.61, 3.77, -2.56], [-0.07, 2.39, -2.97], [-3.53, 5.85, 1.41], [-4.93, 4.92, 1.98], [-5.91, 6.19, 0.29], [-4.48, 6.23, -0.70], [-4.91, 3.99, -1.54], [-6.14, 3.70, -0.31], [-3.87, 0.98, 3.73], [-2.88, -0.46, 3.76], [-4.65, -0.58, 3.92], [-6.33, 0.41, 1.89], [-6.11, -1.26, 1.29], [-5.85, 0.13, 0.22], [1.87, -2.22, 0.41], [0.33, -2.06, -0.11], [5.41, 0.01, 0.69], [4.90, 4.07, -1.03], [5.98, 3.30, -0.08], [4.33, 1.38, -3.16], [-6.89, -5.09, 3.35], [-6.75, -6.25, 2.60], [-5.76, -6.34, 1.64], [-4.91, -5.26, 1.42], [-5.05, -4.10, 2.16], [-6.04, -4.01, 3.13], [-7.67, -5.02, 4.10], [-7.42, -7.08, 2.77], [-5.65, -7.24, 1.06], [-4.13, -5.33, 0.67], [-4.39, -3.26, 1.99], [-6.15, -3.11, 3.71], [3.54, -5.02, 0.07], [2.37, -5.73, -0.13], [2.32, -7.09, 0.14], [3.45, -7.75, 0.61], [4.63, -7.04, 0.81], [4.68, -5.68, 0.54], [3.57, -3.97, -0.15], [1.49, -5.22, -0.49], [1.40, -7.64, -0.01], [3.41, -8.81, 0.82], [5.51, -7.55, 1.17], [5.59, -5.12, 0.69], [-0.23, -3.87, -2.38], [-1.08, -4.43, -1.44], [-2.30, -4.97, -1.83], [-2.66, -4.95, -3.17], [-1.82, -4.38, -4.11], [-0.60, -3.84, -3.72], [0.72, -3.45, -2.07], [-0.80, -4.45, -0.39], [-2.96, -5.41, -1.09], [-3.61, -5.37, -3.48], [-2.10, -4.36, -5.15], [0.06, -3.40, -4.45], [10.23, 1.78, 3.29], [8.85, 1.66, 3.31], [8.16, 1.45, 2.13], [8.84, 1.38, 0.92], [10.22, 1.52, 0.90], [10.92, 1.72, 2.09], [10.78, 1.94, 4.21], [8.32, 1.72, 4.25], [7.08, 1.36, 2.15], [8.30, 1.22, 0.00], [10.76, 1.46, -0.04], [12.00, 1.82, 2.07]], "mulliken_charge": [-1.334, -0.416, -0.064, -0.857, -0.315, 1.087, -1.283, 0.693, -0.521, -0.306, -1.379, -0.498, -0.029, -0.219, 1.689, -0.471, -0.435, 0.600, -1.169, -1.312, 0.416, -0.610, 0.878, 0.044, -0.394, 0.060, -1.086, -0.523, 0.016, 0.836, -0.471, -0.250, 0.780, 0.487, -0.498, -0.577, 0.661, -0.130, -1.060, 0.409, 0.363, 0.234, 0.454, 0.238, 0.071, 0.468, 0.499, -0.036, 0.337, 0.342, 0.372, 0.485, 0.169, -0.042, 0.236, 0.369, 0.300, 0.351, 0.314, 0.428, 0.357, 0.227, -0.085, 0.143, 0.223, 0.317, 0.355, -0.489, -0.389, -0.409, -0.142, -0.467, -0.261, 0.370, 0.363, 0.375, 0.245, 0.506, 0.341, -0.316, -0.149, -0.412, -0.407, -0.398, -0.607, 0.574, 0.258, 0.402, 0.358, 0.365, 0.402, 0.079, -0.128, -0.491, -0.555, -0.318, -0.809, 0.354, 0.450, 0.220, 0.390, 0.378, 0.377, -0.374, -0.518, -0.047, -0.337, -0.448, -0.421, 0.357, 0.385, 0.305, 0.373, 0.370, 0.358]}

---

Entry 6:
{"formula": "C42H41CaNO2P2S2", "method": "wB97M-V/def2-TZVPD", "gap_ev": [3.87, 4.11], "relative_energy_ev": 2.7900, "e_homo_ha": [-0.154, -0.162], "elements": ["Ca", "C", "C", "C", "C", "C", "C", "C", "C", "C", "H", "H", "H", "H", "H", "H", "H", "H", "H", "H", "H", "H", "H", "H", "H", "P", "P", "C", "C", "C", "C", "C", "C", "C", "C", "C", "C", "C", "C", "C", "C", "C", "C", "C", "C", "C", "C", "C", "C", "C", "C", "C", "C", "H", "H", "H", "H", "H", "H", "H", "H", "H", "H", "H", "H", "H", "H", "H", "H", "H", "H", "H", "H", "H", "H", "O", "S", "O", "N", "C", "S", "C", "C", "C", "C", "C", "C", "H", "H", "H", "H"], "positions_angstrom": [[1.52, -0.54, 1.62], [4.22, -1.29, -1.19], [3.33, -1.21, -2.20], [2.66, -2.45, -2.76], [2.37, -3.56, -1.73], [1.98, -3.13, -0.33], [2.89, -3.02, 0.65], [4.34, -3.23, 0.45], [4.88, -2.56, -0.83], [-2.19, 0.32, 1.00], [4.67, -0.39, -0.78], [3.17, -0.28, -2.77], [3.32, -2.89, -3.54], [1.73, -2.23, -3.31], [1.59, -4.25, -2.11], [3.25, -4.22, -1.67], [0.92, -3.36, -0.13], [2.66, -3.17, 1.69], [4.58, -4.30, 0.40], [4.91, -2.88, 1.33], [5.97, -2.38, -0.73], [4.79, -3.29, -1.66], [-1.38, 0.92, 1.45], [-3.06, 0.40, 1.67], [-2.40, 0.75, 0.01], [-0.06, 1.01, -1.48], [-1.78, -1.38, 0.91], [-0.14, -0.87, -1.43], [-0.86, -1.70, -0.60], [-0.37, 1.32, -3.24], [0.20, 0.58, -4.28], [-0.07, 0.95, -5.60], [-0.97, 2.00, -5.85], [-1.58, 2.71, -4.80], [-1.26, 2.39, -3.49], [1.74, 1.31, -1.47], [2.44, 0.79, -0.35], [3.49, 1.50, 0.28], [4.08, 2.53, -0.45], [3.52, 2.93, -1.68], [2.35, 2.36, -2.19], [-3.19, -2.44, 1.18], [-4.25, -2.44, 0.24], [-5.30, -3.34, 0.37], [-5.28, -4.33, 1.38], [-4.28, -4.27, 2.37], [-3.22, -3.36, 2.25], [-0.70, -1.44, 2.37], [-0.77, -0.50, 3.44], [0.14, -0.51, 4.50], [1.15, -1.47, 4.56], [1.35, -2.32, 3.47], [0.43, -2.32, 2.40], [0.30, -1.32, -2.35], [-0.91, -2.75, -0.94], [0.81, -0.29, -4.04], [0.42, 0.38, -6.39], [-1.22, 2.24, -6.88], [-2.29, 3.51, -4.99], [-1.67, 2.93, -2.63], [2.37, -0.33, -0.16], [3.87, 1.21, 1.29], [4.99, 3.00, -0.02], [4.06, 3.68, -2.24], [1.92, 2.78, -3.13], [-4.23, -1.70, -0.56], [-6.19, -3.23, -0.29], [-6.11, -5.06, 1.44], [-4.39, -4.89, 3.27], [-2.45, -3.36, 3.01], [-1.62, 0.16, 3.58], [-0.01, 0.17, 5.36], [1.79, -1.59, 5.44], [2.17, -3.05, 3.50], [0.51, -3.07, 1.62], [-0.92, 4.06, 4.56], [-1.66, 3.31, 3.58], [-2.55, 2.25, 4.02], [-0.65, 2.71, 2.36], [-0.80, 3.39, 1.22], [0.24, 3.13, -0.07], [-1.85, 4.42, 1.23], [-2.35, 5.27, 0.24], [-3.55, 5.96, 0.43], [-4.24, 5.86, 1.65], [-3.68, 5.07, 2.69], [-2.49, 4.39, 2.48], [-1.81, 5.38, -0.69], [-3.97, 6.60, -0.36], [-5.20, 6.37, 1.79], [-4.18, 4.93, 3.65]], "mulliken_charge": [1.570, -0.298, -0.064, -0.821, -2.064, 1.391, -0.929, -1.303, -1.190, -1.090, 0.748, 0.517, 0.601, 0.302, 0.488, 0.394, 0.699, 0.411, 0.393, 0.369, 0.501, 0.329, -0.603, 0.574, 0.783, 1.492, 2.408, -0.803, -1.121, 0.059, 0.089, -0.688, -0.579, -0.586, -0.533, -0.261, 1.259, -1.557, -0.621, -0.858, -0.966, -0.020, -0.518, -0.578, -0.454, -0.599, -0.330, -0.197, 0.203, -0.712, -1.058, 0.088, -1.869, 0.412, 0.664, 0.087, 0.403, 0.363, 0.406, 0.404, -0.043, 0.327, 0.360, 0.389, 0.374, 0.350, 0.348, 0.338, 0.357, 0.338, 0.499, 0.478, 0.388, 0.465, 0.585, -0.692, 1.100, -0.659, -0.565, 0.749, -0.372, 0.345, -0.432, -0.543, -0.549, -0.543, -0.157, 0.476, 0.377, 0.365, 0.411]}

---

no.,maximum force (eV/Å),energy (eV)
1,3.585,-27018.284
2,5.792,-17370.551
3,3.768,-24676.197
4,4.532,-20580.699
5,0.904,-183306.529
6,3.998,-108481.895